No. 1
18
Properties=species:S:1:pos:R:3:nbo_charge:R:1 method="wB97M-V/def2-TZVPD" orbital_gap_ha="0.3117 / 0.3438" molar_mass_g_mol=99.2 total_charge=+1 de_lowest_kcal_mol=122.3
C -0.818 1.362 0.325 0.64
C 0.800 -0.320 0.297 0.05
C -1.746 2.407 0.148 -0.80
C 1.989 -0.542 -0.661 -0.60
C -0.666 -2.236 0.006 -0.50
N -0.391 -0.936 -0.393 -0.21
N 0.399 1.050 0.438 -0.52
H 0.956 -0.708 1.263 0.21
H -2.163 2.884 1.124 0.32
H -2.572 1.769 -0.250 0.31
H -1.375 3.180 -0.544 0.29
H 2.718 0.202 -0.435 0.22
H 1.675 -0.617 -1.640 0.24
H 2.303 -1.444 -0.357 0.23
H -0.158 -2.884 -0.641 0.25
H -0.382 -2.367 1.051 0.19
H -1.772 -2.512 -0.131 0.25
H 1.204 1.710 0.403 0.43


No. 2
47
Properties=species:S:1:pos:R:3:nbo_charge:R:1 method="wB97M-V/def2-TZVPD" orbital_gap_ha=0.3417 molar_mass_g_mol=336.5 de_lowest_kcal_mol=9.5
C 0.288 0.248 2.450 -0.61
C 0.855 1.661 2.517 -0.39
C 2.034 1.903 1.574 -0.41
C 3.285 1.079 1.903 -0.41
C 3.422 -0.169 1.028 -0.23
N 3.508 0.194 -0.370 -0.87
S 3.022 -0.984 -1.454 2.32
O 3.437 -0.531 -2.748 -0.94
O 3.426 -2.293 -1.019 -0.94
C 1.256 -0.834 -1.279 -0.36
C 0.663 0.365 -1.613 -0.16
C -0.700 0.552 -1.430 -0.06
C -1.460 -0.504 -0.907 0.24
C -0.849 -1.726 -0.587 -0.05
C 0.513 -1.881 -0.774 -0.18
C -1.711 -2.815 -0.023 -0.42
C -3.074 -2.760 -0.700 -0.49
C -3.695 -1.390 -0.542 0.70
O -4.878 -1.214 -0.346 -0.60
N -2.822 -0.343 -0.667 -0.46
C -3.349 1.010 -0.654 -0.22
C -2.839 1.764 -1.874 -0.40
C -1.323 1.876 -1.774 -0.42
H -0.608 0.174 3.063 0.21
H 0.029 -0.009 1.426 0.20
H 1.008 -0.479 2.818 0.20
H 1.165 1.876 3.543 0.19
H 0.062 2.369 2.261 0.20
H 1.733 1.683 0.548 0.21
H 2.285 2.965 1.624 0.21
H 3.271 0.774 2.950 0.21
H 4.175 1.692 1.750 0.20
H 2.538 -0.801 1.116 0.21
H 4.291 -0.760 1.346 0.20
H 4.384 0.614 -0.641 0.41
H 1.278 1.151 -2.023 0.24
H 1.013 -2.805 -0.527 0.25
H -1.831 -2.662 1.055 0.22
H -1.242 -3.788 -0.173 0.23
H -2.965 -2.956 -1.771 0.23
H -3.762 -3.498 -0.288 0.24
H -4.437 0.929 -0.649 0.25
H -3.026 1.514 0.264 0.19
H -3.296 2.752 -1.921 0.22
H -3.116 1.215 -2.776 0.21
H -0.900 2.243 -2.711 0.23
H -1.060 2.598 -0.994 0.22


No. 3
53
Properties=species:S:1:pos:R:3:mulliken_spin:R:1 method="wB97M-V/def2-TZVPD" multiplicity=8 orbital_gap_ha="0.2006 / 0.2446" molar_mass_g_mol=457.6 total_charge=+1 s_squared=16.67
O 2.347 1.324 -1.641 0.00
H 2.802 1.919 -2.258 0.01
Gd 0.558 -0.126 -0.108 8.04
N -1.709 -0.162 -1.167 -0.30
N 0.542 -0.771 -2.237 -0.27
O -2.929 0.465 -0.652 0.01
O 1.842 -1.041 -2.814 0.00
C -1.803 -0.717 -2.405 -0.23
C -0.540 -1.043 -3.000 -0.12
C -3.077 -1.024 -3.152 0.02
C -0.364 -1.559 -4.369 0.01
H -4.008 -0.572 -2.758 0.00
H -3.234 -2.123 -3.216 -0.01
H -2.954 -0.678 -4.196 -0.01
H 0.719 -1.660 -4.465 0.00
H -0.725 -0.837 -5.117 -0.01
H -0.847 -2.535 -4.530 0.00
H -3.596 -0.266 -0.698 0.00
H 2.323 -0.203 -2.630 0.00
O -0.196 -2.289 0.172 -0.01
H -0.972 -2.090 -0.421 0.00
H 0.363 -2.943 -0.282 -0.01
C 0.997 2.073 -1.175 0.03
H 1.008 2.062 -0.042 0.00
H 0.141 1.564 -1.686 -0.01
H 1.004 3.160 -1.500 -0.01
O -2.305 3.413 0.385 0.01
H -2.657 2.561 -0.015 0.00
H -2.674 4.159 -0.183 0.00
C 3.298 1.067 1.437 0.01
N 2.245 0.043 1.613 -0.16
C 2.778 -1.301 1.260 0.11
C 1.675 0.114 2.991 0.03
C 0.314 -0.591 3.119 0.01
N -0.716 0.048 2.289 -0.14
C -1.954 -0.744 2.423 0.03
C -1.087 1.359 2.887 0.07
H 4.191 0.820 2.038 0.00
H 2.901 2.038 1.760 0.00
H 3.571 1.140 0.374 0.01
H 3.771 -1.466 1.719 0.01
H 2.119 -2.113 1.604 0.00
H 2.908 -1.379 0.158 -0.08
H 2.379 -0.345 3.720 0.00
H 1.559 1.176 3.251 0.00
H 0.378 -1.650 2.831 0.00
H 0.019 -0.555 4.189 0.00
H -2.258 -0.783 3.484 0.00
H -2.750 -0.260 1.853 0.00
H -1.796 -1.758 2.061 0.01
H -1.311 1.241 3.971 0.00
H -0.305 2.110 2.755 -0.01
H -1.982 1.731 2.375 -0.01


No. 4
70
Properties=species:S:1:pos:R:3:nbo_charge:R:1 method="wB97M-V/def2-TZVPD" orbital_gap_ha=0.0475 molar_mass_g_mol=1104.7 total_charge=-1
C -1.146 -0.178 4.857 -0.62
C -2.389 0.342 4.185 0.09
O -2.138 0.736 2.865 -0.72
C -2.971 1.528 4.913 -0.24
N -4.051 2.076 4.118 -0.61
C -5.309 1.314 4.155 -0.25
C -5.426 0.541 2.865 -0.07
O -6.558 -0.313 2.652 -0.81
P -6.888 -1.501 3.693 0.58
I -6.369 -3.750 2.730 -0.25
H -0.384 0.565 4.764 0.22
H -0.844 -1.092 4.392 0.21
H -1.355 -0.345 5.899 0.20
H -3.148 -0.423 4.138 0.14
H -1.896 1.657 2.840 0.48
H -3.247 1.228 5.922 0.16
H -2.224 2.294 5.003 0.20
H -4.283 2.949 4.557 0.36
H -6.098 2.027 4.192 0.23
H -5.332 0.709 5.049 0.16
H -5.507 1.268 2.089 0.21
H -4.516 0.015 2.657 0.18
H -8.281 -1.525 3.722 0.01
C -1.548 2.817 -0.325 0.71
F -2.084 3.511 0.661 -0.31
F -2.076 1.566 -0.281 -0.34
F -1.942 3.357 -1.473 -0.31
S 0.287 2.782 -0.178 2.26
O 0.530 2.135 1.070 -0.93
O 0.686 4.143 -0.272 -0.91
N 0.514 1.888 -1.471 -1.25
S 1.971 1.482 -1.912 2.27
O 2.652 0.562 -1.076 -0.90
O 2.786 2.540 -2.466 -0.96
C 1.446 0.477 -3.364 0.69
F 0.748 1.217 -4.268 -0.32
F 0.654 -0.528 -3.017 -0.36
F 2.487 -0.065 -4.023 -0.31
Li -6.220 -1.746 6.167 0.93
C -1.621 -2.566 1.160 -0.65
C -2.664 -2.601 0.059 -0.07
O -3.776 -3.342 0.445 -0.70
H -1.318 -3.581 1.416 0.23
H -0.727 -1.998 0.876 0.21
H -2.035 -2.110 2.052 0.23
H -2.242 -3.088 -0.841 0.10
H -2.985 -1.576 -0.215 0.17
H -4.163 -2.925 1.224 0.48
K 2.956 1.833 -4.852 0.98
Br -8.232 0.499 5.298 -0.78
C 7.261 0.184 -1.240 0.69
F 8.054 0.056 -0.157 -0.31
F 6.845 -1.017 -1.587 -0.29
F 6.196 0.890 -0.890 -0.30
S 8.213 0.989 -2.568 2.30
O 9.332 0.101 -2.784 -0.70
O 8.600 2.259 -2.004 -0.76
O 7.299 1.080 -3.660 -0.78
Al -0.884 -1.819 -1.841 0.96
F 8.190 -1.595 -5.436 -0.79
Al 8.260 -1.009 -7.022 2.15
F 8.896 -2.198 -8.041 -0.79
F 9.243 0.367 -7.074 -0.79
F 6.686 -0.599 -7.540 -0.79
Cl 10.306 -0.020 0.627 0.00
C 0.586 -2.209 -6.561 0.93
O -0.237 -3.107 -6.855 -0.75
O 1.535 -2.595 -5.580 -0.77
O 0.669 -1.056 -6.986 -0.72
H 1.227 -3.504 -5.452 0.48


No. 5
9
Properties=species:S:1:pos:R:3:nbo_charge:R:1 method="wB97M-V/def2-TZVPD" orbital_gap_ha="0.2898 / 0.2601" molar_mass_g_mol=167.0 de_lowest_kcal_mol=81.9
C 0.457 -0.218 -0.188 0.37
C -0.084 0.869 -0.934 -0.16
C -0.386 -0.588 1.026 -0.71
O 1.442 -0.838 -0.508 -0.49
S 1.676 1.103 -2.501 0.01
Br -1.479 1.958 -0.764 0.26
H 0.302 -0.973 1.741 0.24
H -1.028 0.176 1.406 0.22
H -0.900 -1.489 0.722 0.24


No. 6
21
Properties=species:S:1:pos:R:3:nbo_charge:R:1 method="wB97M-V/def2-TZVPD" orbital_gap_ha=0.3777 molar_mass_g_mol=186.2 total_charge=+1 de_lowest_kcal_mol=0.0
C 0.637 2.052 0.156 -0.45
N -0.006 0.890 0.724 -0.23
C 0.285 -0.429 0.045 -0.05
N -1.021 -1.070 0.039 -0.27
N -1.252 -2.237 -0.637 -0.62
C -1.903 -0.089 0.307 0.57
N -3.259 -0.184 -0.028 -0.42
C -3.844 -1.342 0.316 0.36
N -4.219 -2.359 0.664 -0.22
N -3.955 1.126 -0.300 0.71
O -5.071 1.085 -0.015 -0.25
O -3.303 1.933 -0.808 -0.27
N -1.440 1.025 0.750 -0.35
H 0.764 1.983 -0.974 0.24
H 0.008 2.935 0.348 0.27
H 1.680 2.228 0.550 0.25
H 0.347 0.897 1.718 0.45
H 1.223 -1.006 0.515 0.26
H 0.578 -0.274 -0.997 0.22
H -1.972 -1.994 -1.298 0.40
H -1.254 -2.895 0.104 0.41